Record 1
Molecular formula: C3H7NO2S
Method: DFT, ωB97M-V/def2-TZVPD

Each atom is followed by the atoms it is bonded to, with distances in Å.
CARTESIAN COORDINATES (ANGSTROEM)
1 C 1.84 0.86 -0.81  H4 1.324, H5 1.224, H6 1.224, S14 1.857
2 C -0.67 -0.40 0.25  C3 1.653, N11 1.232, S14 1.783
3 C -1.45 1.06 0.23  C2 1.653, H7 1.185, H8 1.006, O12 1.327
4 H 2.62 1.91 -0.61  C1 1.324
5 H 2.26 -0.02 -1.55  C1 1.224
6 H 0.87 1.50 -1.18  C1 1.224
7 H -2.53 1.05 -0.26  C3 1.185
8 H -1.71 1.11 1.20  C3 1.006
9 H -0.25 2.41 0.80  O12 1.115
10 H 0.56 -2.09 -0.45  O13 1.034
11 N -1.18 -1.44 -0.17  C2 1.232, O13 1.381
12 O -0.73 2.11 -0.16  C3 1.327, H9 1.115
13 O -0.37 -2.53 -0.36  H10 1.034, N11 1.381
14 S 1.05 -0.09 0.58  C1 1.857, C2 1.783

The spin multiplicity is 1. As for the structure (SMILES): CS/C(CO)=N\O. The value obtained for the molar mass is 121.161 u. For the energy above the lowest of the compared OMol25 structures with the same formula, charge and spin, the calculation gives 145.8 kcal/mol. For the HOMO energy, the calculation gives -9.3 eV.

Atom charges from the natural (NBO) analysis, given in e for atoms 1 to 6: C -0.825; C 0.007; C -0.077; H 0.264; H 0.244; H 0.285

Record 2
Molecular formula: C14H31NO8P
Method: DFT, ωB97M-V/def2-TZVPD

Each atom is followed by the atoms it is bonded to, with distances in Å.
CARTESIAN COORDINATES (ANGSTROEM)
1 C 3.43 -1.32 3.52  P2 1.934, H7 1.181, H8 1.170, H9 1.194
2 P 2.53 0.21 2.76  C1 1.934, C3 1.917, H10 1.440, H11 1.469
3 C 0.71 0.11 3.36  P2 1.917, O4 1.476, H12 1.172, H13 1.182
4 O 0.51 -1.25 3.91  C3 1.476, N5 1.359
5 N -0.53 -1.84 3.27  O4 1.359, O6 1.237
6 O -0.12 -2.39 2.24  N5 1.237
7 H 3.09 -1.57 4.62  C1 1.181
8 H 4.60 -1.28 3.42  C1 1.170
9 H 3.07 -2.25 2.86  C1 1.194
10 H 3.18 1.46 3.02  P2 1.440
11 H 2.48 -0.04 1.31  P2 1.469
12 H 0.42 0.91 4.17  C3 1.172
13 H 0.01 0.25 2.42  C3 1.182
14 O 2.31 1.76 0.57  C15 1.230
15 C 2.05 1.88 -0.62  O14 1.230, O16 1.351, C19 1.502
16 O 0.91 2.49 -1.02  C15 1.351, C17 1.441
17 C 0.61 2.85 -2.38  O16 1.441, C18 1.516, H20 1.094, H21 1.096
18 C -0.02 1.69 -3.13  C17 1.516, H22 1.093, H23 1.094, H24 1.095
19 C 2.94 1.26 -1.66  C15 1.502, H25 1.093, H26 1.095, H27 1.088
20 H 1.50 3.24 -2.89  C17 1.094
21 H -0.10 3.68 -2.33  C17 1.096
22 H 0.66 0.84 -3.19  C18 1.093
23 H -0.30 1.99 -4.14  C18 1.094
24 H -0.92 1.35 -2.60  C18 1.095
25 H 2.65 0.21 -1.80  C19 1.093
26 H 3.97 1.31 -1.31  C19 1.095
27 H 2.92 1.77 -2.62  C19 1.088
28 O 0.39 -1.00 -4.32  C29 1.230
29 C 0.38 -2.08 -3.73  O28 1.230, O30 1.351, C33 1.502
30 O 1.47 -2.52 -3.07  C29 1.351, C31 1.441
31 C 1.50 -3.66 -2.19  O30 1.441, C32 1.516, H34 1.094, H35 1.096
32 C 1.74 -4.94 -2.97  C31 1.516, H36 1.093, H37 1.094, H38 1.095
33 C -0.82 -2.98 -3.81  C29 1.502, H39 1.093, H40 1.095, H41 1.088
34 H 0.60 -3.70 -1.57  C31 1.094
35 H 2.34 -3.49 -1.50  C31 1.096
36 H 0.93 -5.13 -3.68  C32 1.093
37 H 1.82 -5.79 -2.29  C32 1.094
38 H 2.66 -4.86 -3.55  C32 1.095
39 H -0.76 -3.59 -4.72  C33 1.093
40 H -1.72 -2.36 -3.85  C33 1.095
41 H -0.95 -3.63 -2.94  C33 1.088
42 O -3.28 1.71 -0.40  C43 1.230
43 C -3.37 1.85 0.82  O42 1.230, O44 1.351, C47 1.502
44 O -4.58 1.93 1.41  C43 1.351, C45 1.441
45 C -4.80 1.89 2.83  O44 1.441, C46 1.516, H48 1.094, H49 1.096
46 C -4.66 3.27 3.45  C45 1.516, H50 1.093, H51 1.094, H52 1.095
47 C -2.14 2.02 1.66  C43 1.502, H53 1.093, H54 1.095, H55 1.088
48 H -4.15 1.15 3.31  C45 1.094
49 H -5.83 1.54 2.98  C45 1.096
50 H -3.65 3.67 3.32  C46 1.093
51 H -4.88 3.24 4.52  C46 1.094
52 H -5.34 3.97 2.96  C46 1.095
53 H -1.85 3.08 1.66  C47 1.093
54 H -1.33 1.43 1.22  C47 1.095
55 H -2.26 1.67 2.68  C47 1.088

The spin multiplicity is 1. Its net charge is +1. The value obtained for the molar mass is 372.375 u. For the HOMO energy, the calculation gives -12.4 eV.

Atom charges from the natural (NBO) analysis, given in e for atoms 1 to 6: C -0.933; P 0.914; C -0.388; O -0.416; N 0.408; O -0.247

Record 3
Molecular formula: CHNO3S
Method: DFT, ωB97M-V/def2-TZVPD

Each atom is followed by the atoms it is bonded to, with distances in Å.
CARTESIAN COORDINATES (ANGSTROEM)
1 C 1.47 0.91 0.66  O3 1.156, S6 1.540
2 N -0.94 -1.38 -0.36  O4 1.200, O5 1.321
3 O 0.72 1.78 0.54  C1 1.156
4 O -0.33 -0.76 0.47  N2 1.200
5 O -1.73 -0.67 -1.15  N2 1.321, H7 0.986
6 S 2.56 -0.17 0.80  C1 1.540
7 H -1.75 0.29 -0.95  O5 0.986

The spin multiplicity is 1. As for the structure (SMILES): O=C=S.O=NO. The value obtained for the molar mass is 107.090 u. For the energy above the lowest of the compared OMol25 structures with the same formula, charge and spin, the calculation gives 49.8 kcal/mol. For the HOMO energy, the calculation gives -10.4 eV.

Atom charges from the natural (NBO) analysis, given in e for atoms 1 to 6: C 0.431; N 0.386; O -0.473; O -0.354; O -0.500; S 0.040